Record 1
71
Properties=species:S:1:pos:R:3:lowdin_charge:R:1 method="wB97M-V/def2-TZVPD" charge=+1 fmax_ev_per_a=8.93 homo_lumo_gap_ev=6.84 e_tot_ev=-63766.8012
C 1.61287 -5.27714 2.57065 -0.0118
C 0.08355 -5.75700 2.20533 -0.3033
O -0.79784 -6.25377 3.09850 -0.0129
O -0.36506 -5.68412 0.80387 -0.1252
C -0.86335 -4.27656 0.65927 -0.1746
C -1.75781 -4.25643 -0.71504 -0.1557
C -3.33237 -3.98419 -0.31536 -0.2003
C -3.46433 -2.35840 -0.03610 -0.2050
C -3.54432 -2.11659 1.58341 -0.1895
C -2.31509 -1.21973 2.20949 -0.0674
C -0.91282 -0.83290 1.44204 0.0121
C 0.19727 0.11831 2.25435 -0.1331
C 1.65096 0.57333 1.64187 -0.2483
C 2.42591 -0.61327 0.78526 -0.4696
S 4.03386 0.14962 0.17156 0.8284
C 5.48739 -0.78358 0.89599 -0.4728
N 6.25297 -0.57057 2.21470 -0.0145
N 7.30242 -1.51188 2.30805 -0.0010
C 7.16309 -2.31485 1.02294 -0.0399
O 6.04815 -1.92315 0.13391 -0.0992
C -0.14381 0.66928 3.79533 0.0304
C -1.51877 0.29309 4.60633 -0.2507
N -1.94025 0.69636 6.00241 -0.2811
S -3.51300 -0.08454 6.20990 0.8835
N -3.77071 -0.89711 4.65848 -0.2905
C -2.55902 -0.65424 3.76453 -0.1674
H 1.63578 -4.92344 3.69690 0.1072
H 1.83181 -4.31767 1.90038 0.0767
H 2.43084 -6.08244 2.32540 0.1044
H -1.44800 -4.01273 1.63892 0.1290
H 0.07814 -3.58221 0.54939 0.1089
H -1.42304 -3.36558 -1.39992 0.1027
H -1.68795 -5.24646 -1.34194 0.1281
H -3.68347 -4.63174 0.61066 0.1253
H -4.03388 -4.32790 -1.21761 0.1191
H -2.65311 -1.71193 -0.57726 0.0892
H -4.51663 -2.04379 -0.50049 0.1171
H -4.53937 -1.48884 1.78363 0.1253
H -3.69804 -3.12980 2.19333 0.1321
H -0.69780 -1.20876 0.34618 0.0773
H 1.61755 1.61204 1.05452 0.1009
H 2.35345 0.78672 2.58320 0.1274
H 1.78680 -1.01735 -0.11411 0.0804
H 2.70094 -1.49492 1.50960 0.1014
H 7.82969 -3.22125 0.66596 0.1474
H 0.64081 1.36106 4.33418 0.1009
C -0.82307 2.76418 0.03492 -0.0783
O 0.54369 2.87389 -0.32604 -0.2081
C 0.85108 2.63357 -1.69826 -0.1767
C 0.95644 3.95467 -2.46557 -0.0738
N -0.37774 4.62222 -2.63834 0.0654
C -1.37718 3.96639 -3.54711 -0.0773
C -0.95119 4.00976 -5.01838 -0.1828
O -1.06848 5.33070 -5.54039 -0.1661
C 0.11089 6.12056 -5.50177 -0.0849
H -0.88494 2.26738 1.00978 0.0826
H -1.23856 3.76815 0.14390 0.0848
H -1.41418 2.19732 -0.69092 0.0941
H 0.15822 1.92213 -2.15739 0.1248
H 1.83854 2.16004 -1.71538 0.1340
H 1.39515 3.81613 -3.45630 0.1273
H 1.56496 4.67067 -1.90351 0.1511
H -0.23661 5.58577 -2.96634 0.1601
H -0.79176 4.73998 -1.70476 0.1614
H -2.30795 4.52821 -3.40384 0.1508
H -1.52529 2.94191 -3.19765 0.1260
H -1.65889 3.39354 -5.58337 0.1429
H 0.04067 3.58819 -5.19655 0.1225
H 1.02327 5.52881 -5.39509 0.0899
H 0.02483 6.83114 -4.67035 0.0847
H 0.16370 6.70170 -6.42383 0.1038

=====

Record 2
79
Properties=species:S:1:pos:R:3:lowdin_charge:R:1 method="wB97M-V/def2-TZVPD" charge=+1 fmax_ev_per_a=0.40 homo_lumo_gap_ev=9.08 e_tot_ev=-86537.3679
C 4.36956 -1.81609 0.18612 -0.1009
C 4.09277 -1.34796 -1.25572 -0.2267
C 3.11801 -2.22977 -2.06919 -0.1742
C 1.72438 -1.61795 -2.30452 -0.1175
C 0.60622 -1.87584 -1.27343 -0.4076
C -0.14201 -3.22174 -1.41416 -0.6267
Cl -0.92746 -3.25563 -3.00783 0.7517
C 0.69398 -4.49384 -1.16126 -0.2365
C 0.08615 -5.40737 -0.07696 -0.0757
N 1.18347 -1.85747 0.10798 0.1904
C 1.00155 -0.77419 0.75499 0.0404
C 0.26684 0.21943 -0.04583 -0.1216
C -0.33006 -0.61634 -1.20900 -0.3098
P -2.16427 -0.75158 -0.98694 0.7192
O -2.96402 -0.84724 -2.21837 -0.4080
H 4.10975 -2.87245 0.31796 0.0702
H 5.42407 -1.72575 0.44208 0.0787
H 3.81424 -1.24256 0.93310 0.0509
H 3.74116 -0.31169 -1.24804 0.1006
H 5.04538 -1.33080 -1.78597 0.1072
H 3.54982 -2.41819 -3.05212 0.1194
H 3.05937 -3.21074 -1.59301 0.0832
H 1.85574 -0.53459 -2.38032 0.1185
H 1.32134 -1.94843 -3.26316 0.1035
H -0.94242 -3.21770 -0.67493 0.0635
H 0.76617 -5.04112 -2.09977 0.1058
H 1.71841 -4.24171 -0.88049 0.0735
H -0.63563 -4.87264 0.54387 0.0635
H -0.40930 -6.27380 -0.51066 0.0867
H 0.86321 -5.78923 0.58577 0.0756
H 1.71553 -2.63406 0.48630 0.1675
H 1.37977 -0.62732 1.76142 0.1627
H 1.01913 0.93154 -0.41440 0.1538
H -0.43363 0.82297 0.53495 0.0837
H -0.28022 -0.03065 -2.12971 0.1317
H -2.34957 -1.77570 -0.03449 0.0272
H -2.38782 0.40971 -0.22420 0.0288
C -5.67435 -8.26601 2.40513 -0.0549
C -5.34756 -6.79906 2.55333 -0.1802
O -4.05021 -6.61156 3.18115 0.0389
C -2.99898 -6.74580 2.40165 -0.4130
O -2.97144 -6.96937 1.22658 0.1613
C -1.70525 -6.51520 3.22029 -0.5431
F -1.71962 -7.15780 4.38336 0.1845
F -1.56126 -5.19660 3.46564 0.1472
F -0.64552 -6.91764 2.51950 0.1581
H -5.63252 -8.76627 3.37227 0.0870
H -6.68121 -8.37343 2.00286 0.0872
H -4.97964 -8.75854 1.72633 0.0800
H -6.04112 -6.30007 3.22491 0.1269
H -5.34905 -6.28167 1.59498 0.1249
C -2.47569 5.69244 1.35031 -0.0475
C -1.01569 5.74622 0.97057 -0.1715
O -0.19167 5.05326 1.95554 0.0589
C -0.15816 3.75090 1.89493 -0.4067
O -0.70364 3.02057 1.11125 0.1298
C 0.76941 3.18453 2.99885 -0.5377
F 0.52640 3.71829 4.18731 0.1944
F 2.04924 3.41612 2.67061 0.1670
F 0.60883 1.85304 3.08528 0.1409
H -2.62673 6.10317 2.34831 0.0895
H -3.05101 6.28493 0.64009 0.0914
H -2.85465 4.67129 1.33391 0.0774
H -0.63970 6.76470 0.97535 0.1217
H -0.82622 5.31615 -0.01130 0.1229
C 2.25524 6.80956 -3.84676 -0.0563
C 2.63267 7.01367 -2.39749 -0.1893
O 2.24789 8.32909 -1.93672 0.0405
C 0.98199 8.49107 -1.60540 -0.4003
O 0.11234 7.66754 -1.61113 0.1505
C 0.74411 9.94808 -1.13767 -0.5491
F 1.29517 10.82509 -1.97671 0.1780
F 1.29247 10.11615 0.07550 0.1663
F -0.55844 10.19539 -1.05000 0.1761
H 2.69744 7.58777 -4.46794 0.0878
H 2.62590 5.84317 -4.18868 0.0827
H 1.17450 6.83155 -3.97923 0.0791
H 3.71056 6.98669 -2.25863 0.1270
H 2.17556 6.26701 -1.74816 0.1188

=====

Record 3
71
Properties=species:S:1:pos:R:3:mulliken_spin:R:1 method="wB97M-V/def2-TZVPD" charge=+3 multiplicity=2 fmax_ev_per_a=2.65 homo_lumo_gap_ev="4.42 / 4.66" e_tot_ev=-60284.9269 s2=1.085
Tc 0.22390 -0.26110 0.03620 0.9480
C -0.39870 -3.48700 1.24760 0.0102
C -0.48180 -2.29050 2.19410 -0.0085
N -0.98610 -1.01660 1.63450 -0.0025
C -2.40230 -0.98530 1.20980 0.0113
C -2.53820 -1.38340 -0.25820 0.0155
N -1.52900 -0.70060 -1.10130 -0.0372
C -1.45640 -1.37480 -2.41150 -0.0017
C -0.39630 -0.83290 -3.39960 0.0120
C 0.43510 0.37540 -2.97000 -0.0108
N 1.28760 0.17780 -1.78040 -0.0330
C 2.38000 -0.80110 -1.96680 -0.0051
C 1.93270 -2.19460 -1.53130 -0.0031
N 1.22210 -2.13800 -0.23270 -0.0033
C 0.50970 -3.41000 -0.00550 0.0045
H -1.40370 -3.76950 0.93860 0.0020
H -0.04190 -4.30590 1.87340 0.0002
H 0.51050 -2.07740 2.59860 0.0033
H -1.11490 -2.59930 3.03220 0.0005
H -0.92330 -0.35120 2.40590 -0.0016
H -2.77120 0.03440 1.34340 -0.0017
H -3.01010 -1.65210 1.82710 -0.0020
H -3.55700 -1.16820 -0.59520 -0.0010
H -2.38580 -2.45660 -0.35810 -0.0025
H -1.87600 0.26400 -1.31890 0.0094
H -2.44450 -1.31050 -2.87990 -0.0026
H -1.27420 -2.43850 -2.24170 -0.0019
H -0.90730 -0.52300 -4.31040 0.0006
H 0.26320 -1.64140 -3.71100 -0.0009
H -0.23340 1.20800 -2.74760 0.0025
H 1.06190 0.66240 -3.82140 0.0007
H 1.72860 1.08440 -1.62230 0.0064
H 3.22920 -0.47960 -1.36570 -0.0019
H 2.70620 -0.83740 -3.01070 0.0006
H 2.79580 -2.86470 -1.48310 0.0009
H 1.24620 -2.60870 -2.26740 0.0015
H 1.94310 -2.08170 0.49090 -0.0099
H 1.24690 -4.21860 0.04760 -0.0014
H -0.09890 -3.60700 -0.89040 -0.0045
Cl -2.56590 6.94940 -0.86890 0.0052
C -2.07820 5.35860 -0.53100 0.0142
C -1.42090 5.07800 0.66210 -0.0036
C -0.99200 3.79850 0.94140 0.0077
I 0.00470 3.34970 2.71870 0.0009
C -1.16060 2.70520 0.04890 -0.0026
O -0.65960 1.56890 0.32280 0.0403
C -1.91410 2.98170 -1.15790 0.0190
N -2.18360 1.93810 -1.96330 -0.0081
C -2.84620 2.15630 -3.08140 -0.0002
C -3.25710 3.42300 -3.50100 -0.0002
C -2.99480 4.50480 -2.69090 0.0047
C -2.33140 4.30370 -1.46460 -0.0013
H -1.22970 5.87610 1.36690 0.0003
H -3.05410 1.28940 -3.68990 -0.0002
H -3.77980 3.53030 -4.43790 0.0001
H -3.30060 5.49830 -2.98110 0.0006
C 4.55570 -0.41650 3.64790 -0.0003
N 3.85610 -0.24500 2.39390 -0.0003
C 4.63630 -0.30920 1.17430 0.0005
C 2.55800 0.01010 2.34820 0.0078
C 1.84240 0.19160 3.64550 0.0008
O 1.96730 0.07320 1.23070 0.0218
H 5.54290 -0.82670 3.45780 -0.0001
H 4.02450 -1.10120 4.30700 0.0000
H 4.67540 0.53390 4.16990 -0.0001
H 5.68460 -0.13980 1.40110 -0.0001
H 4.30150 0.46380 0.48390 0.0005
H 4.54400 -1.28810 0.69900 -0.0008
H 2.36730 0.92630 4.25460 0.0003
H 1.81480 -0.73670 4.21200 0.0003
H 0.83520 0.55550 3.47590 -0.0001